2 unconnected molecules or ions with the total composition C5H10NO, computed with ωB97M-V with the def2-TZVPD basis set.

Values from the calculation:
Kohn-Sham gap (alpha / beta), eV: 6.8 / 9.9
Net charge: +1
HOMO energy (alpha / beta), eV: -11.0 / -16.4
ΔE to the lowest compared entry with this formula, charge and spin, eV: 3.6674
2S+1: 3

Structure (XYZ):
```
17
Properties=species:S:1:pos:R:3:forces:R:3
C 1.0914 -1.5091 0.9834 0.932 -1.031 2.371
C 0.2393 1.3954 0.7883 0.408 3.419 -0.836
C -1.8999 0.2009 -0.0111 -1.749 0.426 1.832
C 0.7911 -0.3735 -1.5350 -1.943 2.610 -2.027
C -0.4790 0.1363 0.4001 -0.627 3.148 1.727
N 0.1005 -0.8314 0.9782 -1.298 -1.503 0.649
O 1.6289 -1.2319 -1.0038 1.871 -0.005 -0.833
H 1.4295 -2.1275 1.7988 0.250 -0.492 0.211
H 0.3951 1.6858 1.8555 -0.769 -1.069 -0.412
H -0.3007 2.3216 0.3681 0.904 -1.405 0.315
H 1.3011 1.3970 0.4369 -0.857 -0.101 0.021
H -2.4397 0.9479 0.7205 1.345 -0.997 -1.039
H -2.3939 -0.7702 0.3613 0.421 1.191 -1.909
H -2.0714 0.7549 -0.9935 0.122 -1.562 0.954
H 0.8050 0.7496 -1.3852 0.871 -1.865 -0.089
H 0.0791 -0.6934 -2.2772 0.169 -0.327 -0.368
H 1.7237 -2.0524 -1.4854 -0.050 -0.439 -0.567
```
Forces are in eV/Å.

These are the Mulliken partial charges, in e, on atoms 1 to 4: number 1, C, carries -0.1126; number 2, C, carries -1.0909; number 3, C, carries -1.1654; number 4, C, carries -0.5370